{"formula": "C4H13N3O2", "method": "ωB97M-V/def2-TZVPD", "homo_energy_ev": -8.95, "charge": 0, "max_force_ha_per_bohr": 0.0416, "gap_ev": 9.8, "smiles": "C[C@H](N)NN.CC(=O)O", "multiplicity": 1, "de_lowest_ev": 1.485, "symbols": ["C", "C", "N", "N", "N", "H", "H", "H", "H", "H", "H", "H", "H", "H", "C", "C", "O", "O", "H", "H", "H", "H"], "positions_angstrom": [[1.63030, 1.40079, 0.31655], [1.32806, -0.00268, 0.80780], [1.88451, -0.96502, -0.06958], [-0.24080, -0.14590, 0.90148], [-0.64643, -1.26446, 1.70642], [2.70967, 1.51910, 0.23804], [1.24477, 2.14819, 1.00674], [1.18955, 1.54848, -0.66707], [1.73277, -0.16356, 1.82148], [1.50612, -0.79905, -1.02201], [1.65295, -1.91135, 0.21054], [-0.60949, 0.68460, 1.36189], [0.14230, -1.89863, 1.82594], [-1.35723, -1.77091, 1.17179], [-1.94869, 1.04339, -0.97663], [-1.38478, -0.34837, -0.93204], [-2.02072, -1.34683, -0.66600], [-0.29818, -0.45538, -1.88608], [-1.15452, 1.77842, -0.91238], [-2.46972, 1.16303, -1.92415], [-2.66487, 1.17300, -0.16991], [-0.22559, -1.38688, -2.14283]]}